C37H51FN3O6 | the ωB97M-V functional and the def2-TZVPD basis

```
! wB97M-V def2-TZVPD RIJCOSX def2/J DEFGRID3
* xyz 1 1
C -4.506 -2.770 1.368
C -4.245 -4.263 1.121
C -5.617 -4.972 1.072
C -3.479 -4.876 2.309
C -3.567 -4.578 -0.229
C -2.326 -3.808 -0.723
C -1.648 -4.721 -1.766
C -1.272 -3.568 0.367
C -2.684 -2.484 -1.410
C -2.548 -1.251 -0.768
C -2.852 -0.046 -1.393
C -3.298 -0.053 -2.707
O -3.591 1.134 -3.345
C -2.615 1.551 -4.271
C -1.192 1.498 -3.780
O -1.069 2.274 -2.597
C 0.039 1.999 -1.801
C 0.552 3.349 -1.302
N 1.893 3.271 -0.724
C 3.079 3.443 -1.409
O 3.099 3.690 -2.720
C 4.187 3.021 -3.371
O 5.226 3.583 -3.441
C 3.877 1.669 -3.852
C 4.929 0.757 -3.963
C 4.669 -0.524 -4.420
C 3.371 -0.886 -4.772
C 2.326 0.027 -4.681
C 2.578 1.308 -4.213
C 4.109 3.345 -0.525
N 3.483 3.093 0.662
F 4.147 2.915 1.805
C 2.159 3.041 0.575
C 1.248 2.782 1.715
C 0.939 1.275 1.883
C 2.002 0.516 2.697
C 2.721 -0.506 1.836
O 3.155 0.164 0.621
C 3.850 -0.590 -0.242
O 4.008 -1.768 -0.163
C -3.461 -1.262 -3.370
C -3.154 -2.457 -2.728
H -3.652 -2.248 1.792
H -5.358 -2.662 2.037
H -4.801 -2.283 0.439
H -6.241 -4.656 1.907
H -6.141 -4.800 0.134
H -5.471 -6.046 1.194
H -2.795 -4.143 2.739
H -4.159 -5.160 3.108
H -2.861 -5.717 2.003
H -3.287 -5.633 -0.193
H -4.334 -4.493 -1.001
H -1.233 -5.599 -1.278
H -0.892 -4.187 -2.337
H -2.394 -5.093 -2.469
H -0.871 -4.524 0.699
H -0.436 -3.032 -0.083
H -1.635 -3.013 1.224
H -2.202 -1.228 0.253
H -2.749 0.889 -0.861
H -2.663 0.937 -5.177
H -2.849 2.570 -4.570
H -0.565 1.938 -4.566
H -0.847 0.473 -3.628
H -0.223 1.363 -0.949
H 0.843 1.482 -2.331
H 0.556 4.058 -2.124
H -0.109 3.717 -0.522
H 5.931 1.054 -3.692
H 5.468 -1.245 -4.508
H 3.171 -1.887 -5.125
H 1.321 -0.248 -4.963
H 1.790 2.043 -4.149
H 5.165 3.455 -0.682
H 0.337 3.364 1.589
H 1.746 3.163 2.605
H 0.845 0.833 0.895
H -0.017 1.210 2.394
H 1.504 -0.013 3.504
H 2.729 1.183 3.154
H 2.047 -1.318 1.567
H 3.584 -0.952 2.324
H 4.262 0.021 -1.055
H -3.819 -1.249 -4.390
H -3.291 -3.368 -3.292
C 1.478 3.734 8.146
C 1.966 4.399 6.865
C 0.958 4.280 5.713
C 0.695 2.881 5.372
N 0.497 1.785 5.106
H 1.335 2.662 8.009
H 2.205 3.870 8.946
H 0.532 4.164 8.477
H 2.917 3.958 6.559
H 2.150 5.459 7.046
H 1.333 4.786 4.821
H 0.010 4.746 5.985
*
```

- Gap between HOMO and LUMO: 7.79 eV
- E_LUMO: -2.9 eV
- E_HOMO: -0.392 hartree